[1]
48
Properties=species:S:1:pos:R:3:forces:R:3:lowdin_spin:R:1 method="wB97M-V/def2-TZVPD" charge=+2 lumo_ev="-5.36 / -10.72" homo_ev="-14.295 / -16.152" multiplicity=5 e_above_lowest_kcal_mol=0.0
C -0.22326 -0.17882 -2.66602 -0.46 -0.02 -1.05 0.074
H -1.16127 -0.13500 -3.23973 0.04 0.14 0.37 0.007
H 0.34376 0.70426 -2.99146 -0.13 -0.02 0.52 0.005
H -0.57387 -0.14779 -1.58070 -0.51 -0.37 -2.21 0.029
C 0.49811 -1.45650 -3.05776 -0.08 -0.39 0.34 0.011
H 1.43732 -1.54283 -2.49977 0.00 -0.11 -0.03 0.003
H -0.14418 -2.29252 -2.76070 0.24 -0.06 0.01 0.000
C 0.77128 -1.54585 -4.55977 0.03 0.12 -0.03 0.006
H 1.34585 -2.44222 -4.79683 -0.06 0.03 0.09 0.001
H -0.15986 -1.59506 -5.13134 0.08 0.07 0.09 0.000
H 1.35070 -0.69041 -4.92087 -0.08 -0.03 0.05 0.000
C 1.04293 0.86819 1.67934 2.12 1.44 3.31 0.170
C 2.05399 0.25269 0.87628 2.92 0.50 2.10 0.187
C 2.14308 0.98360 -0.35109 3.45 1.20 -0.21 0.187
C 1.21247 2.06594 -0.29227 1.48 2.62 -0.81 0.196
C 0.53999 2.00290 0.96994 0.60 2.46 2.53 0.213
C -0.52688 2.93312 1.45160 -0.23 -0.31 -0.25 0.047
C 0.99123 3.08802 -1.36240 -0.10 -0.03 -0.05 0.038
C 3.06681 0.69057 -1.48845 -0.06 -0.16 -0.23 0.041
C 2.85880 -0.94698 1.25212 -0.40 -0.27 -0.19 0.049
C 0.63914 0.44104 3.05742 -0.22 -0.13 -0.34 0.031
Rh 0.27144 0.30077 -0.09119 -9.61 -7.33 -4.69 2.412
H 0.03338 3.59205 -1.22861 0.12 0.00 -0.06 0.001
H 1.77944 3.84459 -1.34261 0.00 -0.05 0.06 0.012
H 0.99588 2.62647 -2.35072 0.07 0.12 0.03 0.004
H -0.96115 3.46512 0.60928 -0.11 0.09 0.09 0.001
H -1.31449 2.35642 1.93903 -0.07 0.13 0.07 0.007
H -0.16829 3.67280 2.17103 0.23 -0.12 -0.04 0.016
H 0.79668 -0.62835 3.17734 0.04 -0.03 0.14 0.001
H 1.21819 0.96657 3.81737 0.06 0.03 -0.03 0.012
H -0.41669 0.65186 3.22438 0.01 0.04 0.11 0.001
H 3.25275 -1.42356 0.35878 0.10 -0.13 0.06 0.001
H 3.69882 -0.71735 1.91469 -0.13 0.25 -0.06 0.017
H 2.21901 -1.66226 1.77090 0.15 -0.11 0.05 0.006
H 2.54673 0.74595 -2.45040 0.15 0.06 0.11 0.004
H 3.88860 1.41453 -1.51283 -0.10 -0.04 0.07 0.015
H 3.49617 -0.30958 -1.39785 0.01 0.18 -0.04 0.001
C -4.65930 -1.50919 1.56763 -0.61 0.54 -0.76 0.005
N -3.27804 -1.68816 2.02291 0.74 0.10 0.13 0.048
C -3.05405 -2.41216 3.28071 0.71 -0.35 0.61 0.005
C -2.28913 -1.25714 1.30045 -0.49 -0.13 -1.11 0.036
N -1.53525 -0.89527 0.46724 0.13 0.06 1.35 0.091
H -5.31233 -2.01832 2.28042 0.14 0.17 -0.27 0.000
H -4.78706 -1.94315 0.56437 0.00 0.08 0.39 0.002
H -4.91954 -0.43990 1.52450 0.05 -0.40 0.09 0.002
H -2.41581 -3.29592 3.10875 -0.36 0.31 0.07 0.002
H -2.55974 -1.76447 4.02617 -0.33 -0.25 -0.30 0.002
H -4.03240 -2.72871 3.66074 0.46 0.08 -0.09 0.000

---

[2]
51
Properties=species:S:1:pos:R:3:forces:R:3:mulliken_charge:R:1 method="wB97M-V/def2-TZVPD" lumo_ev=0.77 smiles="C=CCn1c([C@H](CCCC)C[C@H](O)COCCC)n[nH]c1=S" homo_ev=-7.784 e_above_lowest_kcal_mol=3.3
C -2.55348 -3.23182 2.45355 -0.08 -0.05 0.11 -0.901
C -2.15666 -2.17814 1.76738 0.19 0.06 -0.11 0.096
C -0.73739 -1.96830 1.32232 -0.09 0.05 0.56 -0.803
N -0.63499 -2.05101 -0.11608 0.25 -0.38 -0.80 0.381
C -0.93037 -1.10291 -1.05893 0.03 -0.12 -0.24 -1.035
C -1.36150 0.28983 -0.74902 -0.03 0.17 -0.34 2.079
C -2.63461 0.61563 -1.54033 0.02 0.20 0.12 -1.403
C -3.29534 1.94779 -1.18083 -0.11 -0.25 0.06 -0.766
C -3.76220 2.05235 0.27854 0.10 0.22 -0.11 -0.308
C -2.78047 2.78380 1.18989 -0.21 -0.14 -0.02 -1.075
C -0.20659 1.24887 -1.07262 0.20 -0.18 0.57 -1.545
C 1.01215 0.94968 -0.19915 0.35 0.16 -0.56 0.826
O 0.65066 1.05426 1.16280 -0.12 0.21 0.28 -0.536
C 2.16481 1.92686 -0.48795 -0.36 -0.12 0.03 -0.694
O 3.16765 1.83087 0.50201 -0.17 0.11 0.11 -0.414
C 4.30735 1.05807 0.18259 0.14 -0.32 0.05 -0.628
C 4.07523 -0.45381 0.13187 0.08 0.28 -0.01 0.187
C 5.39756 -1.20400 0.03702 -0.22 0.08 -0.01 -1.507
N -0.74393 -1.56298 -2.25684 -0.24 0.69 -0.36 -0.751
N -0.32363 -2.84169 -2.09607 -0.11 0.20 0.97 0.028
C -0.24583 -3.18685 -0.78675 0.05 0.06 -0.34 0.265
S 0.24114 -4.61696 -0.14900 0.24 -0.82 0.30 -0.440
H -3.57932 -3.36429 2.75227 -0.22 0.03 0.03 0.278
H -1.86406 -4.00667 2.74445 0.20 -0.14 0.01 0.296
H -2.85987 -1.41299 1.46531 -0.19 0.09 -0.01 0.222
H -0.09916 -2.76027 1.72478 -0.03 0.16 -0.07 0.602
H -0.36500 -0.99125 1.64520 0.04 -0.15 -0.08 0.042
H -1.56894 0.35828 0.31880 -0.01 -0.05 0.03 0.327
H -3.35650 -0.18679 -1.36786 -0.03 -0.03 -0.06 0.473
H -2.38789 0.60748 -2.60331 -0.02 -0.10 -0.04 0.411
H -2.62030 2.77398 -1.40614 -0.01 0.12 -0.07 0.401
H -4.16076 2.05624 -1.83823 0.05 0.06 -0.05 0.387
H -4.71104 2.59287 0.30692 -0.03 -0.09 0.03 0.378
H -3.95435 1.05201 0.67221 -0.09 -0.08 0.02 0.206
H -3.18568 2.84772 2.19774 0.05 0.05 0.12 0.364
H -2.61666 3.79706 0.82806 0.06 0.11 -0.02 0.342
H -1.81922 2.28119 1.24515 0.17 -0.01 0.04 0.128
H 0.06653 1.14933 -2.12341 -0.02 0.00 -0.09 0.371
H -0.52580 2.27232 -0.88067 0.01 0.12 -0.03 0.570
H 1.35556 -0.07877 -0.39564 -0.01 0.14 -0.03 -0.403
H 1.44934 1.32880 1.63713 -0.03 -0.11 0.00 0.445
H 2.57185 1.75978 -1.49035 0.01 -0.01 -0.01 0.406
H 1.77831 2.95064 -0.42588 -0.01 -0.09 -0.08 0.310
H 4.73116 1.39988 -0.77273 0.00 0.01 0.08 0.328
H 5.01871 1.29068 0.98012 0.05 -0.05 -0.13 0.342
H 3.54091 -0.76211 1.03300 -0.10 0.02 -0.02 0.244
H 3.45880 -0.70557 -0.73388 -0.08 -0.02 0.04 0.198
H 5.21853 -2.27479 -0.01224 0.07 -0.09 -0.02 0.392
H 5.94378 -0.90435 -0.85479 0.12 -0.02 -0.09 0.352
H 6.01858 -0.99761 0.90550 0.12 -0.01 0.08 0.372
H -0.12707 -3.43231 -2.88594 0.00 0.00 0.15 0.159

---

[3]
55
Properties=species:S:1:pos:R:3:forces:R:3:lowdin_spin:R:1 method="wB97M-V/def2-TZVPD" charge=+2 lumo_ev="-5.66 / -5.86" homo_ev="-12.945 / -12.354" multiplicity=2 e_above_lowest_kcal_mol=8.3
V -0.06593 0.17132 1.36050 -0.72 0.55 0.55 0.940
N 1.77728 0.80510 2.50794 0.04 -0.01 0.29 0.016
C 1.53803 0.81646 3.98509 0.07 0.15 -0.33 0.001
C 0.68378 -0.37306 4.32731 -0.29 -0.16 -0.26 0.000
N -0.54674 -0.27372 3.48932 0.23 0.16 0.30 0.004
H 2.54599 0.16860 2.31242 0.00 -0.01 -0.02 0.004
H 2.10126 1.72177 2.21275 -0.01 0.01 -0.01 0.001
H 1.00387 1.73780 4.21975 -0.02 0.04 0.03 0.000
H 2.45960 0.82067 4.56332 0.10 -0.02 -0.03 0.000
H 0.46927 -0.41782 5.39299 -0.07 0.06 0.06 0.000
H 1.19232 -1.29726 4.05023 0.04 -0.05 0.02 0.000
H -1.08036 0.53217 3.81767 -0.08 -0.04 -0.01 0.002
H -1.16528 -1.06278 3.66144 0.04 -0.04 -0.07 0.000
C 2.38803 3.07457 -2.32607 0.07 -0.35 -0.06 0.000
N 2.66783 1.69051 -1.90906 0.13 0.62 -0.28 0.000
C 3.77555 0.95888 -2.30630 -0.18 0.31 -0.08 0.000
C 3.71075 -0.22065 -1.69101 -0.31 -0.12 0.31 0.000
N 2.54851 -0.21443 -0.88850 0.07 -0.44 0.24 0.000
C 1.91495 0.99725 -1.05410 -0.03 -0.30 0.16 -0.003
S 0.41552 1.56690 -0.42395 0.37 -0.07 -0.32 -0.009
C 2.14010 -1.37819 -0.14444 0.25 0.28 -0.33 0.011
C 2.94706 -2.51500 -0.19599 -0.03 0.00 -0.03 -0.002
C 2.53934 -3.66295 0.44441 0.18 -0.18 -0.01 0.013
C 1.32698 -3.68237 1.12045 -0.05 -0.02 0.02 -0.002
C 0.61420 -2.51550 1.15613 0.03 0.18 -0.15 0.012
N 1.01889 -1.36037 0.56732 0.40 -0.73 -0.10 0.005
H 2.95356 3.26485 -3.23289 0.01 0.05 0.00 0.000
H 2.68293 3.77143 -1.54646 0.02 0.00 0.05 0.000
H 1.32732 3.17800 -2.52701 -0.04 0.01 -0.02 0.000
H 4.50460 1.34301 -3.00043 -0.06 0.02 0.05 0.000
H 4.37701 -1.05338 -1.77377 0.02 0.00 0.03 0.000
H 3.88435 -2.51819 -0.72027 0.03 -0.05 -0.04 0.000
H 3.16674 -4.54516 0.40851 -0.03 0.04 -0.01 0.001
H 0.95314 -4.56697 1.61647 0.04 0.01 -0.03 0.000
H -0.33718 -2.46933 1.67404 -0.02 0.07 -0.01 0.001
C -3.07037 2.49563 0.00364 -0.03 -0.11 -0.15 0.000
N -2.98235 1.44208 -1.01248 -0.01 0.22 -0.02 -0.001
C -2.79208 1.94482 -2.38073 0.09 -0.06 0.19 0.000
C -2.83924 0.15413 -0.69637 0.03 0.17 0.20 0.000
S -2.35084 -0.30922 0.91874 -0.24 0.05 -0.03 0.009
N -3.12499 -0.78102 -1.59556 -0.05 -0.28 -0.30 -0.001
C -2.68959 -2.17090 -1.42483 -0.03 0.15 -0.05 0.000
C -4.14149 -0.59141 -2.64867 0.07 -0.07 0.26 0.000
H -3.61510 3.32654 -0.43957 -0.02 0.02 0.03 0.000
H -2.07921 2.84309 0.29789 0.05 0.02 0.00 -0.001
H -3.60572 2.14569 0.87946 0.00 -0.04 0.00 0.001
H -2.12636 2.80461 -2.31859 0.00 0.02 -0.01 0.000
H -3.72513 2.25856 -2.84495 -0.05 -0.01 0.02 0.000
H -2.31037 1.18803 -2.99020 0.01 -0.03 -0.03 0.000
H -1.69709 -2.20734 -0.98337 -0.04 0.02 -0.01 0.000
H -2.65727 -2.62261 -2.41360 0.02 -0.05 0.00 0.000
H -3.38631 -2.72606 -0.79642 -0.01 -0.01 0.01 0.000
H -4.76976 0.26065 -2.41028 0.01 0.03 0.00 0.000
H -4.76701 -1.48193 -2.65584 -0.02 -0.01 -0.01 0.000
H -3.70301 -0.46552 -3.63606 0.06 0.00 -0.02 0.000